Arrangement A

Here is a molecular structure, C5H10Cl10 from OMol25. Energies are from ωB97M-V with the def2-TZVPD basis set.

```
25
Properties=species:S:1:pos:R:3
Cl 0.05 -1.73 5.04
Cl 0.14 3.82 -1.92
H 0.79 -0.77 2.99
H -1.17 0.74 0.35
Cl -2.60 2.32 -0.48
C 0.20 2.11 -1.30
H 1.59 -2.32 3.30
Cl -2.12 -1.30 -0.16
Cl 1.78 1.50 -1.05
H -3.33 0.08 -0.86
H -0.26 1.51 -2.09
H -0.54 1.89 -0.53
C 0.64 -1.78 3.36
Cl -0.54 -2.41 2.24
Cl -1.37 0.22 -2.03
Cl 0.68 -0.72 0.09
C 2.76 -0.93 -1.10
C -2.88 0.87 -1.46
H 2.56 -1.92 -1.51
H -3.55 1.08 -2.29
Cl 4.05 -1.12 0.06
H -1.06 -0.44 1.76
C -0.98 -0.28 0.68
Cl 3.33 0.19 -2.38
H 1.81 -0.58 -0.70
```

Its LUMO energy is 0.25 eV. The HOMO energy is -9.082 eV.

---

Arrangement B

Here is 5 unconnected molecules or ions with the total composition C5H10Cl10 from OMol25. Energies are from ωB97M-V with the def2-TZVPD basis set.

```
25
Properties=species:S:1:pos:R:3
Cl -4.63 3.03 -0.07
C -4.08 1.39 0.35
H -3.13 -1.46 -4.52
Cl 4.34 -3.87 0.55
H 0.70 0.39 -1.67
Cl -1.84 -0.25 -6.07
H 3.77 -1.61 0.99
C -2.31 -0.76 -4.43
H 1.70 2.06 2.21
Cl -3.52 0.50 -1.07
H -2.59 0.09 -3.83
C 3.98 -2.48 1.61
Cl 3.24 0.67 3.30
C 0.14 0.13 -0.78
Cl 5.36 -2.09 2.64
H -4.91 0.87 0.82
H 3.14 -2.74 2.23
Cl 1.97 3.21 4.23
Cl -0.32 1.55 0.16
Cl -0.95 -1.63 -3.66
H -0.77 -0.40 -1.03
C 1.84 1.75 3.24
H -3.26 1.48 1.04
H 0.99 1.19 3.61
Cl 1.14 -1.00 0.19
```

Its LUMO energy is 0.39 eV. Its structure (SMILES) is ClCCl.ClCCl.ClCCl.ClCCl.ClCCl. The HOMO energy is -10.919 eV.

---

Arrangement C

Here is 5 unconnected molecules or ions with the total composition C5H10Cl10 from OMol25. Energies are from ωB97M-V with the def2-TZVPD basis set.

```
25
Properties=species:S:1:pos:R:3
Cl -2.48 2.28 -1.69
Cl 2.30 -0.09 -3.48
Cl -0.45 0.99 2.42
C -2.25 -1.52 0.13
Cl 1.50 -1.99 3.65
H 2.19 -3.00 1.52
Cl 0.41 1.99 -1.01
Cl 2.83 -2.22 -1.68
H -2.51 1.46 1.23
Cl -1.90 -2.35 1.69
H -2.41 -0.46 0.31
H 2.18 -0.16 -1.08
C 1.89 -2.03 1.93
C 2.87 -0.48 -1.86
H 3.87 -0.18 -1.79
C -0.81 2.11 -2.29
H -1.36 2.78 1.16
Cl -2.73 2.78 3.20
Cl -0.99 -1.74 -1.11
H -0.62 2.99 -2.84
Cl 3.17 -0.78 1.53
H 1.01 -1.63 1.28
H -3.21 -2.00 -0.17
H -0.74 1.19 -2.90
C -1.78 2.05 1.88
```

Its LUMO energy is 0.39 eV. Its structure (SMILES) is ClCCl.ClCCl.ClCCl.ClCCl.ClCCl. The HOMO energy is -10.758 eV.

---

Here are the energies relative to the best structure, in kcal/mol: arrangement A 206.0; arrangement B 0.0; arrangement C 7.5.

---

Arrangement A

Here is a molecular structure, C24H21F6N4O2OsS5 from OMol25. Energies are from ωB97M-V with the def2-TZVPD basis set.

```
63
Properties=species:S:1:pos:R:3
H -3.10 1.01 0.66
H 4.29 -0.93 -1.35
N -1.56 1.04 6.17
O -0.30 0.70 -2.06
C 3.65 -0.94 -0.47
C 0.42 2.04 -4.60
H 1.86 2.25 -8.84
C -2.10 -0.15 3.97
C 1.53 1.96 -6.74
H 0.23 -3.41 1.34
H -3.07 1.85 -0.89
C -3.37 -0.74 3.83
H 0.33 -4.95 0.47
H -2.34 1.07 -3.93
H 0.91 4.88 1.04
S -0.45 -0.23 -3.29
N -4.42 -1.20 3.71
S -1.64 -0.98 1.43
H 1.09 3.76 -5.67
C 1.93 2.18 0.40
C -2.16 0.01 -3.76
C 0.85 -0.09 -5.66
C 1.02 2.68 -5.67
H 3.34 3.79 0.84
F -1.45 -4.52 -1.78
N -0.48 1.91 0.39
Os 0.01 -0.10 0.02
F -1.95 -3.50 0.04
F 0.60 -3.36 -3.17
H 1.83 0.00 -7.55
S -1.43 4.20 0.84
C 1.09 -3.76 -1.98
C -1.23 -3.40 -1.08
H 2.76 -1.54 -0.67
H 1.76 -3.91 0.59
C 0.60 2.76 0.57
O 0.63 -1.83 -0.70
N 1.99 0.85 0.02
F 2.37 -3.35 -1.92
S 0.36 0.48 3.07
H 3.27 2.54 -7.84
C 3.13 2.78 0.55
H 4.21 -1.39 0.35
C 2.19 2.66 -7.89
C 3.23 0.44 -0.11
C -2.97 1.98 0.19
H 1.97 3.72 -7.89
C 0.26 4.04 0.85
H -3.75 2.66 0.53
C 1.43 0.57 -6.72
S 4.38 1.66 0.22
H 0.80 -1.17 -5.64
H 0.03 2.60 -3.76
C -1.16 -0.18 2.88
C 0.68 -3.92 0.49
F 1.11 -5.09 -1.97
C -1.79 0.49 5.18
C 0.28 -3.17 -0.78
H -2.34 -0.56 -4.67
C -1.63 2.55 0.47
H -2.78 -0.37 -2.96
C 0.33 0.66 -4.61
F -1.74 -2.37 -1.79
```

As for the spin multiplicity: 5. Its net charge is +1. Its LUMO energy (alpha / beta) is -2.98 / -5.68 eV. The HOMO energy (alpha / beta) is -11.167 / -11.016 eV.

---

Arrangement B

Here is a molecular structure, C24H21F6N4O2OsS5 from OMol25. Energies are from ωB97M-V with the def2-TZVPD basis set.

```
63
Properties=species:S:1:pos:R:3
O 2.81 0.37 -0.59
H -5.20 -1.11 1.53
C -0.04 -3.52 -2.44
C 3.48 1.54 1.37
F 3.97 1.41 2.60
C -1.82 -5.12 -2.50
O -1.42 1.91 1.58
C -1.88 -0.66 1.78
C -3.22 -0.34 1.69
H -2.32 -0.17 -2.52
C -0.23 0.61 3.56
C -2.11 3.89 -0.79
C -0.69 -4.49 -3.07
H -2.52 -0.59 -0.83
F 3.05 -2.02 0.55
C -4.15 -1.36 1.56
H 0.53 1.35 3.76
H 0.11 6.01 -1.03
H 0.15 -0.39 3.76
H -5.75 -3.41 1.27
S -3.39 2.77 -0.93
C 3.78 2.94 -2.11
C -2.39 -2.99 1.59
C -0.91 3.25 -0.93
C -0.30 -4.91 -4.37
C -2.27 1.50 -1.21
H -2.07 -4.02 1.54
H -4.55 -4.26 0.29
H -3.85 0.19 -1.70
C -3.75 -2.69 1.48
C -2.77 0.16 -1.58
C 2.54 3.59 -1.63
H -4.62 -4.56 2.01
H -0.41 -2.22 1.83
C 0.40 3.84 -1.06
Os 0.85 0.96 -0.77
F 4.06 2.61 0.82
N -2.73 -5.61 -2.00
C -1.46 -1.98 1.75
H 4.66 3.35 -1.62
N 0.04 -5.22 -5.42
S -0.66 0.67 1.78
F 2.16 1.87 1.51
H -2.28 4.93 -0.60
N 1.44 2.97 -1.30
S 0.04 -1.17 -0.78
N -1.02 1.89 -1.15
H 5.20 -0.80 -0.49
C 3.63 0.27 0.49
H 5.71 -0.02 1.02
C -4.73 -3.79 1.26
H -3.52 0.70 1.72
H 3.89 3.11 -3.18
S 2.39 5.31 -1.60
H 5.46 0.95 -0.45
F 1.96 -0.75 1.88
C 0.74 5.16 -1.17
C 3.18 -0.95 1.33
H -1.12 0.81 4.13
S 1.11 -2.46 -2.11
C 5.11 0.09 0.12
H 3.73 1.86 -1.94
F 4.00 -1.28 2.33
```

As for the spin multiplicity: 5. Its net charge is +1. Its LUMO energy (alpha / beta) is -3.28 / -4.93 eV. The HOMO energy (alpha / beta) is -10.795 / -11.573 eV.

---

Here are the energies relative to the best structure, in kcal/mol: arrangement A 0.0; arrangement B 51.4.

---

Arrangement A

Here is C5H9NS2 in the gas phase from OMol25. Energies are from ωB97M-V with the def2-TZVPD basis set.

```
17
Properties=species:S:1:pos:R:3
H -1.13 -0.09 -2.11
H -2.31 -0.16 -1.08
H -1.60 1.45 1.05
H -1.73 1.29 -1.44
H 4.27 0.00 0.07
H 0.01 -1.87 -0.97
H -1.44 -0.08 1.94
S 3.38 1.11 -0.20
C -0.96 0.64 1.27
N 0.75 0.85 -0.30
S 1.66 -1.38 0.56
H -0.11 1.04 1.85
H -0.72 -2.14 0.63
C -1.39 0.36 -1.24
C -0.06 -1.39 0.03
C -0.46 0.08 -0.07
C 1.85 0.30 0.01
```

Its LUMO energy is 0.61 eV. Its structure (SMILES) is CC1(C)CSC(S)=N1. The HOMO energy is -8.727 eV.

---

Arrangement B

Here is C5H9NS2 in the gas phase from OMol25. Energies are from ωB97M-V with the def2-TZVPD basis set.

```
17
Properties=species:S:1:pos:R:3
H 0.35 -0.86 -1.51
C 0.84 -0.75 0.61
H -2.63 1.34 -1.69
N 1.00 0.57 0.98
S -2.01 0.03 -1.48
C 1.14 1.05 -0.42
H 2.15 -0.69 -1.48
H -1.01 -1.40 1.81
C -1.48 0.24 0.30
H 2.02 1.65 -0.52
C 1.16 -0.48 -0.87
H 1.20 -1.81 0.96
S -1.87 1.50 1.20
H 0.42 0.69 1.79
H 0.19 1.71 -0.74
H -0.76 -1.84 0.25
C -0.71 -0.96 0.82
```

Its LUMO energy is -0.38 eV. Its structure (SMILES) is S=C(S)C[C@H]1CCN1. The HOMO energy is -8.129 eV.

---

Here are the energies relative to the best structure, in kcal/mol: arrangement A 0.0; arrangement B 72.9.

---

Arrangement A

Here is C5H9NS2 in the gas phase from OMol25. Energies are from ωB97M-V with the def2-TZVPD basis set.

```
17
Properties=species:S:1:pos:R:3
H 3.32 -1.61 -0.03
C -1.95 0.99 -0.05
H -0.77 0.36 1.80
H -2.97 0.56 -0.47
H -1.85 2.16 -0.01
S 1.87 1.70 0.03
H -1.18 -1.82 -0.18
C -1.04 0.23 -1.00
N 3.34 -0.50 0.15
C 2.16 0.05 0.15
H -2.21 -0.79 1.68
H -1.54 0.02 -1.99
S 1.02 -1.23 -0.15
C -1.56 -0.02 1.15
C -0.73 -0.89 0.00
H 4.15 0.06 0.16
H -0.06 0.72 -1.25
```

Its LUMO energy is 0.50 eV. Its structure (SMILES) is NC(=S)SC1CCC1. The HOMO energy is -8.276 eV.

---

Arrangement B

Here is C5H9NS2 in the gas phase from OMol25. Energies are from ωB97M-V with the def2-TZVPD basis set.

```
17
Properties=species:S:1:pos:R:3
H 0.99 -0.33 1.62
H -1.31 2.54 -0.01
H 2.09 -2.57 -0.29
H 2.30 -2.35 1.47
C -0.42 2.09 -0.42
C -1.71 0.10 0.03
S -3.16 0.83 0.37
H 0.63 -0.55 -1.64
H -0.36 2.54 -1.48
H 1.50 0.78 -0.85
C 1.85 -2.01 0.55
N -0.54 0.66 -0.44
C 0.73 -0.02 -0.63
H 0.61 2.39 0.07
C 1.21 -0.83 0.57
S -1.53 -1.60 0.54
H -2.88 -1.65 0.54
```

Its LUMO energy is 0.60 eV. Its structure (SMILES) is C=CCN(C)C(=S)S. The HOMO energy is -8.290 eV.

---

Here are the energies relative to the best structure, in kcal/mol: arrangement A 16.5; arrangement B 0.0.

---

Arrangement A

Here is C5H9NS2 in the gas phase from OMol25. Energies are from ωB97M-V with the def2-TZVPD basis set.

```
17
Properties=species:S:1:pos:R:3
H 1.82 -0.62 0.59
S 0.26 0.77 2.72
H 1.77 -1.44 -0.85
N -0.91 0.43 0.25
H 1.55 1.57 -0.95
H -1.77 0.25 -1.58
H 0.69 -1.99 0.22
H -1.49 -1.46 -0.73
C 0.84 1.06 -1.49
C 0.15 0.00 -0.64
C 1.06 -1.09 -0.16
C -1.26 -0.40 -0.90
H 1.10 0.71 -2.42
C -1.07 0.08 1.59
H -0.54 0.76 3.81
H 0.25 1.83 -1.78
S -2.45 -0.45 2.32
```

Its LUMO energy is 0.14 eV. Its structure (SMILES) is CC1(C)CN1C(=S)S. The HOMO energy is -8.506 eV.

---

Arrangement B

Here is a molecular structure, C5H9NS2 from OMol25. Energies are from ωB97M-V with the def2-TZVPD basis set.

```
17
Properties=species:S:1:pos:R:3
C -1.06 -1.79 0.28
H -1.15 -2.54 -2.39
S -1.19 -3.03 -1.03
H -1.07 -2.47 1.18
H -2.02 -1.17 0.10
H -1.04 2.87 0.02
C 0.05 2.80 0.06
C 0.23 -0.86 0.27
H 1.41 1.47 -0.08
H -1.35 0.77 -0.13
H 0.16 2.92 1.47
H 1.70 -2.51 0.82
C 1.53 -1.38 0.31
N 0.49 1.48 -0.23
H 0.63 3.60 -0.58
S 2.86 -0.51 -0.24
C -0.18 0.36 0.15
```

Its LUMO energy is -0.70 eV. The HOMO energy is -8.488 eV.

---

Here are the energies relative to the best structure, in kcal/mol: arrangement A 0.0; arrangement B 55.5.